Entry from OMol25: a molecular structure, C3H6N2O at a distorted geometry (wB97M-V/def2-TZVPD).

Summary:
HOMO-LUMO gap (spin up / spin down) = 9.43 / 9.43 eV
electronic energy = -8232.822 eV
energy above the lowest of the compared OMol25 structures with the same formula, charge and spin = 89.4 kcal/mol

Each line ends with the natural charge from an NBO analysis.
Element x y z (Å)
N  0.85  0.98  0.62  -0.8587
C  0.45  -0.44  0.66  -0.2567
C  -0.74  -0.74  -0.30  0.0270
O  -1.97  -0.25  0.13  -0.6748
C  -0.28  0.00  -1.52  0.3070
N  0.39  0.94  -1.70  -0.4139
H  1.85  0.98  0.81  0.3561
H  0.86  1.54  -0.59  0.4042
H  1.25  -1.15  0.39  0.1821
H  0.08  -0.75  1.66  0.2257
H  -0.87  -1.81  -0.46  0.2187
H  -1.87  0.70  0.30  0.4833

Entry from OMol25: a single C2H2N4O2 molecule at a distorted geometry (wB97M-V/def2-TZVPD).

Summary:
structure (SMILES) = NC(=O)c1nnon1
HOMO-LUMO gap = 9.97 eV
electronic energy = -12157.253 eV
energy above the lowest of the compared OMol25 structures with the same formula, charge and spin = 126.7 kcal/mol

Each line ends with the natural charge from an NBO analysis.
Element x y z (Å)
C  -1.11  -0.47  -0.15  0.6375
C  0.43  -0.43  -0.23  0.1554
H  -2.56  1.20  0.51  0.4215
H  -0.55  1.49  0.31  0.4347
N  -1.50  0.87  -0.09  -0.8706
N  1.29  -1.47  0.02  -0.1601
N  2.42  -0.94  -0.01  0.1432
N  0.99  0.76  -0.16  -0.0985
O  -1.70  -1.50  -0.10  -0.5237
O  2.29  0.49  -0.10  -0.1394

Entry from OMol25: a molecular structure, C12H17BN6O2Pb at a distorted geometry (wB97M-V/def2-TZVPD).

Summary:
HOMO-LUMO gap (spin up / spin down) = 5.28 / 2.89 eV
electronic energy = -31656.864 eV
energy above the lowest of the compared OMol25 structures with the same formula, charge and spin = 94.2 kcal/mol
total charge = +2

Each line ends with the Mulliken charge.
Element x y z (Å)
H  -2.68  -1.00  0.16  0.5690
N  -1.05  -0.75  -1.15  0.0910
B  0.44  -0.45  -3.14  0.1749
N  -0.95  -0.74  -2.52  -0.1152
C  -2.13  -1.05  -3.08  -0.0165
Pb  0.85  -0.76  0.73  0.8587
H  -2.18  -1.13  -4.16  0.4695
C  -3.04  -1.24  -2.05  -0.9886
H  -4.07  -1.50  -2.15  0.4467
C  -2.34  -1.02  -0.85  -0.3063
H  0.36  -0.54  -4.34  -0.0249
C  2.62  -0.04  1.65  -0.9115
H  1.96  -0.60  2.32  0.3381
H  2.72  1.05  1.78  0.3383
H  3.40  -0.63  1.23  0.3203
N  1.45  -1.43  -2.43  -0.0792
N  0.90  0.95  -2.71  -0.0207
N  1.74  -1.41  -1.07  0.0319
N  1.19  1.23  -1.39  0.2384
C  2.13  -2.41  -3.03  0.0223
C  1.10  2.03  -3.47  0.1193
H  2.02  -2.51  -4.12  0.4454
H  0.99  1.93  -4.55  0.4619
C  2.89  -3.09  -2.04  -1.1946
C  1.45  3.07  -2.65  -0.9831
C  2.61  -2.45  -0.82  0.1105
C  1.46  2.55  -1.33  -0.2032
H  3.55  -3.92  -2.21  0.4179
H  1.68  4.08  -2.95  0.4522
H  2.94  -2.66  0.19  0.4475
H  1.55  3.06  -0.39  0.5724
H  -0.19  -2.06  1.40  0.1123
C  -1.78  2.44  2.60  -1.1491
C  -0.89  1.54  1.79  0.9596
O  0.23  1.96  1.37  -0.4384
O  -1.35  0.34  1.60  -0.5990
H  -1.65  3.49  2.33  0.3655
H  -1.51  2.32  3.66  0.3200
H  -2.84  2.16  2.49  0.3467

Entry from OMol25: 4 unconnected molecules or ions with the total composition C2H13N3O3 at a distorted geometry (wB97M-V/def2-TZVPD).

Summary:
structure (SMILES) = [H]/N=C(\N)NC.O.O.O
HOMO-LUMO gap = 9.69 eV
electronic energy = -12898.066 eV
energy above the lowest of the compared OMol25 structures with the same formula, charge and spin = 3.2 kcal/mol

Each line ends with the natural charge from an NBO analysis.
Element x y z (Å)
C  -0.85  1.61  -0.73  -0.4128
N  -1.36  0.64  0.24  -0.6310
C  -1.39  -0.69  -0.19  0.5898
N  -0.96  -1.58  0.78  -0.8410
N  -1.56  -0.96  -1.42  -0.8167
H  0.10  1.34  -1.21  0.1887
H  -1.64  1.72  -1.47  0.2127
H  -0.69  2.58  -0.23  0.2014
H  -0.92  0.76  1.15  0.3992
H  -1.12  -1.36  1.76  0.3949
H  -1.10  -2.55  0.58  0.3803
H  -1.43  -1.95  -1.61  0.3343
H  2.34  0.30  -0.25  0.5155
H  2.67  1.55  0.64  0.4881
O  2.09  0.79  0.55  -0.9774
H  0.63  -0.57  -1.59  0.4892
H  1.47  -1.31  -2.49  0.4769
O  1.55  -0.59  -1.85  -0.9717
H  0.73  -0.49  3.04  0.4730
H  0.88  0.40  1.67  0.5079
O  0.56  0.35  2.61  -1.0012

Entry from OMol25: a single C2H3N3 molecule at a distorted geometry (wB97M-V/def2-TZVPD).

Summary:
structure (SMILES) = c1nc[nH]n1
HOMO-LUMO gap = 11.28 eV
electronic energy = -6592.151 eV
energy above the lowest of the compared OMol25 structures with the same formula, charge and spin = 9.8 kcal/mol

Each line ends with the natural charge from an NBO analysis.
Element x y z (Å)
N  -0.75  0.70  0.03  -0.4079
C  -0.72  -0.62  -0.11  0.2006
N  0.50  -1.11  -0.09  -0.5007
C  1.27  0.00  0.07  0.1443
N  0.64  1.16  0.16  -0.2733
H  -1.68  1.14  0.02  0.4267
H  -1.61  -1.22  -0.23  0.2023
H  2.36  -0.04  0.14  0.2079

Entry from OMol25: a molecular structure, C25H33BN at a distorted geometry (wB97M-V/def2-TZVPD).

Summary:
HOMO-LUMO gap = 8.01 eV
electronic energy = -28619.788 eV
energy above the lowest of the compared OMol25 structures with the same formula, charge and spin = 0.0 kcal/mol
total charge = +1

Each line ends with the natural charge from an NBO analysis.
Element x y z (Å)
C  2.65  -5.64  2.45  -0.6340
C  1.57  -4.64  2.17  -0.0307
C  0.63  -4.34  3.17  -0.2018
C  -0.37  -3.41  2.94  -0.1888
C  -0.50  -2.78  1.70  -0.0324
C  -1.63  -1.78  1.48  -0.4319
C  -2.66  -1.99  0.39  -0.0309
C  -3.78  -1.14  0.41  -0.2203
C  -4.63  -1.04  -0.69  -0.2111
C  -4.35  -1.79  -1.84  -0.2279
C  -3.27  -2.67  -1.86  -0.2225
C  -2.46  -2.83  -0.72  -0.1744
C  0.48  -3.02  0.72  -0.2498
C  1.50  -3.94  0.96  -0.1539
H  3.19  -5.94  1.54  0.2186
H  3.39  -5.23  3.16  0.2247
H  2.26  -6.55  2.93  0.2271
H  0.70  -4.86  4.13  0.2198
H  -1.07  -3.16  3.74  0.2137
H  -2.14  -1.60  2.43  0.2251
H  -3.95  -0.52  1.29  0.2096
H  -5.48  -0.35  -0.65  0.2213
H  -5.01  -1.71  -2.71  0.2225
H  -3.06  -3.26  -2.75  0.2207
H  -1.66  -3.56  -0.70  0.2167
H  0.45  -2.47  -0.23  0.1953
H  2.26  -4.14  0.19  0.2038
C  2.82  0.67  -0.92  -0.6389
C  1.35  0.79  -1.24  -0.2090
N  0.67  2.03  -0.68  -0.4438
C  1.45  3.28  -0.88  0.2574
C  1.76  3.86  -2.11  -0.2488
C  2.41  5.12  -2.09  -0.1558
C  2.73  5.74  -0.88  -0.1870
C  2.43  5.10  0.33  -0.1517
C  1.77  3.89  0.31  -0.2308
C  -0.72  2.19  -1.28  -0.0240
C  -1.50  3.35  -0.69  -0.6388
C  -1.52  0.92  -1.17  -0.6305
B  0.84  2.18  0.98  0.2903
H  -1.16  -0.86  1.24  0.1981
H  3.22  -0.18  -1.48  0.2497
H  3.39  1.56  -1.20  0.2205
H  2.97  0.47  0.14  0.2294
H  1.18  0.79  -2.32  0.2157
H  0.83  -0.07  -0.84  0.2355
H  1.52  3.38  -3.07  0.2475
H  2.66  5.63  -3.03  0.2458
H  3.21  6.72  -0.86  0.2497
H  2.69  5.51  1.30  0.2465
H  1.51  3.43  1.33  0.2498
H  -0.53  2.39  -2.33  0.2062
H  -2.46  3.41  -1.21  0.2495
H  -1.70  3.20  0.37  0.2255
H  -1.01  4.32  -0.83  0.2240
H  -2.46  1.02  -1.72  0.2547
H  -1.02  0.04  -1.59  0.2261
H  -1.76  0.73  -0.12  0.2217
H  1.60  1.39  1.41  0.0032
H  -0.22  2.35  1.51  0.0036

Entry from OMol25: a molecular structure, C12H20MoN2O4S at a distorted geometry (wB97M-V/def2-TZVPD).

Summary:
HOMO-LUMO gap (spin up / spin down) = 6.45 / 6.44 eV
electronic energy = -36583.130 eV
energy above the lowest of the compared OMol25 structures with the same formula, charge and spin = 3.7 kcal/mol
total charge = +4

Each line ends with the natural charge from an NBO analysis.
Element x y z (Å)
Mo  -0.78  1.09  0.21  1.5601
C  0.80  1.71  2.63  -0.1130
C  1.78  0.77  1.95  -0.1140
O  1.03  0.16  0.86  -0.4940
C  1.74  -0.69  -0.08  -0.1114
C  0.70  -1.10  -1.10  -0.1119
O  -0.12  0.08  -1.44  -0.4904
C  0.24  0.89  -2.62  -0.1094
C  1.12  2.05  -2.17  -0.1100
O  0.51  2.53  -0.94  -0.5391
C  1.25  3.51  -0.17  -0.1097
C  0.44  3.71  1.10  -0.1076
O  -0.01  2.39  1.60  -0.4956
H  1.30  2.44  3.26  0.2846
H  0.08  1.16  3.25  0.2484
H  2.11  0.01  2.65  0.2840
H  2.66  1.29  1.55  0.2356
H  2.14  -1.57  0.43  0.2866
H  2.58  -0.13  -0.52  0.2333
H  0.01  -1.84  -0.69  0.2510
H  1.15  -1.53  -2.00  0.2865
H  -0.70  1.26  -3.02  0.2473
H  0.73  0.28  -3.37  0.2843
H  1.12  2.82  -2.93  0.2816
H  2.15  1.75  -1.98  0.2286
H  1.33  4.45  -0.71  0.2816
H  2.26  3.14  0.02  0.2260
H  -0.47  4.28  0.89  0.2450
H  1.01  4.23  1.87  0.2813
S  -2.22  -0.32  1.47  0.2296
C  -3.48  0.77  0.95  0.3461
N  -4.76  0.69  1.34  -0.4507
C  -5.69  1.57  0.88  0.2035
C  -5.30  2.55  0.00  -0.2365
C  -3.96  2.60  -0.37  0.1956
N  -3.06  1.71  0.10  -0.5364
H  -5.04  -0.04  2.00  0.4967
H  -6.71  1.45  1.23  0.3135
H  -6.02  3.25  -0.40  0.3256
H  -3.61  3.36  -1.06  0.2731

Entry from OMol25: 3 unconnected molecules or ions with the total composition C3H12O3 at a distorted geometry (wB97M-V/def2-TZVPD).

Summary:
structure (SMILES) = CC(C)O.O.O
HOMO-LUMO gap = 11.19 eV
electronic energy = -9447.758 eV
energy above the lowest of the compared OMol25 structures with the same formula, charge and spin = 6.2 kcal/mol

Each line ends with the natural charge from an NBO analysis.
Element x y z (Å)
C  0.42  -0.98  -0.48  -0.6396
C  0.51  0.42  0.01  0.0852
C  -0.65  0.81  0.93  -0.6430
O  0.55  1.37  -1.06  -0.7337
H  1.40  -1.29  -0.92  0.2025
H  -0.34  -1.18  -1.27  0.2333
H  0.26  -1.75  0.24  0.2019
H  1.44  0.54  0.60  0.1693
H  -0.32  0.89  1.96  0.2312
H  -1.56  0.17  1.02  0.2171
H  -0.95  1.83  0.67  0.2228
H  1.09  1.06  -1.78  0.4767
H  0.61  -1.99  2.19  0.4681
H  0.71  -1.78  3.71  0.4738
O  0.53  -1.33  2.88  -0.9402
H  -1.58  1.53  -3.43  0.4632
H  -0.78  0.99  -2.26  0.4809
O  -1.34  0.70  -3.01  -0.9696

Entry from OMol25: 7 unconnected molecules or ions with the total composition C5H27N4O9S2 at a distorted geometry (wB97M-V/def2-TZVPD).

Summary:
HOMO-LUMO gap (spin up / spin down) = 7.24 / 2.39 eV
electronic energy = -51631.536 eV
total charge = +4
multiplicity = 2

Each line ends with the Löwdin spin population.
Element x y z (Å)
N  -1.33  -4.09  2.73  0.0000
H  -1.37  -4.26  3.73  0.0000
H  -0.56  -4.58  2.30  0.0000
H  -1.06  -3.13  2.58  0.0000
H  -2.25  -4.24  2.34  0.0000
N  -3.40  -1.38  -0.48  0.0000
H  -2.66  -1.15  0.17  0.0000
H  -3.59  -0.69  -1.19  0.0000
H  -4.31  -1.45  -0.04  0.0000
H  -3.13  -2.26  -0.88  0.0000
N  0.26  -3.14  -1.12  0.0000
H  0.34  -2.53  -1.92  0.0000
H  -0.63  -3.63  -1.09  0.0000
H  0.09  -2.46  -0.40  0.0000
H  1.06  -3.72  -0.93  0.0000
N  -0.29  0.64  -1.81  0.0000
H  -0.28  0.18  -0.91  0.0000
H  0.23  1.50  -1.71  0.0000
H  -1.21  0.84  -2.20  0.0000
H  0.19  0.09  -2.51  0.0000
C  -0.80  -0.51  1.74  0.0003
O  -0.58  -1.02  0.43  0.0007
H  -1.82  -0.79  2.01  0.0001
H  -0.09  -0.86  2.48  0.0001
H  -0.81  0.58  1.74  0.0000
C  3.20  0.18  1.19  0.0397
C  3.17  -1.28  0.59  0.0074
O  3.80  -2.03  1.54  -0.0023
S  5.17  -1.24  2.11  -0.0511
O  6.21  -1.26  1.09  0.3647
O  5.49  -1.69  3.44  0.2584
O  4.22  0.12  2.18  0.3345
H  2.33  0.51  1.75  0.0167
H  3.40  0.81  0.33  0.0232
H  3.63  -1.36  -0.39  0.0045
H  2.14  -1.58  0.43  0.0030
C  -1.82  4.53  -2.81  0.0000
C  -0.89  5.59  -2.23  0.0000
O  -0.39  5.03  -1.05  0.0000
S  -1.24  3.81  -0.42  0.0000
O  -2.30  4.37  0.39  0.0000
O  -0.39  2.78  0.15  0.0000
O  -1.69  3.44  -1.95  0.0000
H  -1.53  4.25  -3.82  0.0000
H  -2.88  4.77  -2.70  0.0000
H  -1.54  6.43  -1.97  0.0000
H  -0.09  5.88  -2.91  0.0000

Entry from OMol25: 2 unconnected molecules or ions with the total composition C22H23N7O4S at a distorted geometry (wB97M-V/def2-TZVPD).

Summary:
structure (SMILES) = CNC(=O)[C@H](Cc1ccc(O)cc1)NC(C)=O.Nc1nc(-c2nccc3c(=O)[nH]cnc23)cs1
HOMO-LUMO gap = 7.86 eV
electronic energy = -52644.815 eV

Each line ends with the natural charge from an NBO analysis.
Element x y z (Å)
O  -0.64  3.41  -2.91  -0.5966
O  -0.59  -5.05  -0.07  -0.6429
O  -1.48  -3.14  -4.61  -0.6316
N  2.25  4.81  3.64  -0.4794
N  -0.78  2.95  1.05  -0.5176
N  1.94  5.48  0.89  -0.3695
O  0.85  0.07  2.93  -0.6754
S  0.66  3.74  5.39  0.3443
C  -0.64  3.33  -1.69  0.6346
C  0.31  -4.70  -0.82  0.6811
C  -1.71  -3.77  -3.58  0.6611
C  2.13  4.53  4.89  0.2356
C  -1.58  2.29  0.24  0.3047
C  0.17  3.81  3.72  -0.4284
C  1.13  4.39  2.91  0.0912
C  2.00  5.69  -0.43  0.0230
C  1.07  4.59  1.42  0.1655
C  -0.94  -0.72  1.54  -0.3165
C  1.32  -0.47  0.64  -0.2930
C  1.18  5.00  -1.31  -0.1883
C  -1.39  -1.17  0.28  -0.1988
C  0.87  -0.91  -0.62  -0.1868
C  0.16  3.87  0.57  0.2061
C  0.41  -0.37  1.72  0.3877
C  0.24  4.09  -0.82  -0.1703
C  -0.48  -1.26  -0.80  -0.0588
N  3.17  4.92  5.68  -0.8072
N  -1.55  2.48  -1.13  -0.5876
N  -2.43  -4.90  -3.65  -0.6012
N  0.11  -3.95  -1.90  -0.6110
C  1.73  -5.14  -0.56  -0.7076
C  -2.75  -5.81  -2.55  -0.4192
C  -0.97  -1.77  -2.15  -0.4079
C  -1.16  -3.29  -2.22  -0.1394
H  0.14  0.19  3.56  0.4834
H  -2.28  1.58  0.66  0.2053
H  -0.78  3.43  3.37  0.2612
H  2.72  6.40  -0.82  0.2006
H  -1.63  -0.66  2.37  0.2092
H  2.35  -0.20  0.80  0.2287
H  1.26  5.19  -2.38  0.2386
H  -2.42  -1.46  0.14  0.2110
H  1.57  -0.98  -1.44  0.2141
H  3.82  5.54  5.20  0.4118
H  2.96  5.11  6.66  0.3854
H  -2.09  1.90  -1.76  0.4316
H  -2.74  -5.15  -4.57  0.4076
H  0.90  -3.73  -2.48  0.4019
H  2.11  -5.69  -1.42  0.2226
H  1.74  -5.79  0.32  0.2455
H  2.34  -4.26  -0.36  0.2297
H  -3.36  -6.64  -2.92  0.2132
H  -3.31  -5.29  -1.77  0.2024
H  -1.84  -6.22  -2.11  0.2139
H  -0.26  -1.46  -2.92  0.2267
H  -1.92  -1.28  -2.38  0.2168
H  -1.90  -3.55  -1.46  0.2389

Entry from OMol25: a single C7H6 molecule at a distorted geometry (wB97M-V/def2-TZVPD).

Summary:
structure (SMILES) = C#CC1=CCC=C1
HOMO-LUMO gap = 9.07 eV
electronic energy = -7351.559 eV
energy above the lowest of the compared OMol25 structures with the same formula, charge and spin = 44.7 kcal/mol

Each line ends with the natural charge from an NBO analysis.
Element x y z (Å)
C  3.25  0.15  0.01  -0.2382
C  2.02  -0.18  0.20  -0.0165
C  0.58  -0.12  0.18  -0.1314
C  -0.32  -1.17  0.00  -0.1496
C  -1.57  -0.60  0.11  -0.4903
C  -1.45  0.92  0.02  -0.1763
C  -0.19  1.21  0.08  -0.2241
H  4.28  0.11  -0.36  0.2482
H  -0.09  -2.13  -0.30  0.2244
H  -2.03  -1.00  1.09  0.2619
H  -2.17  -0.89  -0.85  0.2298
H  -2.48  1.47  -0.30  0.2299
H  0.16  2.24  0.11  0.2321

Entry from OMol25: 2 unconnected molecules or ions with the total composition C3H8I2NO at a distorted geometry (wB97M-V/def2-TZVPD).

Summary:
HOMO-LUMO gap (spin up / spin down) = 7.02 / 7.32 eV
electronic energy = -22966.532 eV
energy above the lowest of the compared OMol25 structures with the same formula, charge and spin = 34.0 kcal/mol
total charge = +1
multiplicity = 3

Each line ends with the Löwdin spin population.
Element x y z (Å)
C  0.60  -1.32  -1.82  0.7459
C  -0.24  1.56  1.41  0.0226
C  0.40  -0.70  0.31  0.6359
N  -0.37  0.63  0.20  0.0549
O  -0.11  -1.60  1.00  0.1948
I  -0.18  0.08  -3.06  0.2054
I  -1.35  3.32  1.13  0.0243
H  0.20  -2.40  -1.58  0.0293
H  1.73  -1.27  -1.99  0.0207
H  -0.65  1.01  2.25  0.0002
H  0.86  1.77  1.60  0.0004
H  1.38  -0.39  0.60  0.0242
H  -1.42  0.46  0.06  0.0009
H  -0.08  1.07  -0.70  0.0106
H  -0.76  -2.22  0.59  0.0298

- Number 9 is which compound?
  C5H27N4O9S2

- What is the formula in the twelfth record?
  C3H8I2NO

- Which value of electronic energy does entry 6 give?
  -28619.788 eV

- The highest electronic energy belongs to which entry?
  C2H3N3